18
Properties=species:S:1:pos:R:3:mulliken_charge:R:1 method="wB97M-V/def2-TZVPD" relative_energy_kcal_mol=85.9 lumo_energy_ha=0.0259 total_energy_ev=-12393.0093 homo_energy_ha=-0.309 orbital_gap_ev=9.12
O -1.284 -1.020 1.288 -0.5566
O 0.342 -0.957 -1.708 -0.5209
O 1.416 -1.263 0.664 -0.4708
N -0.164 1.275 -1.355 -0.7019
N 1.129 0.046 0.177 -0.1257
C -1.442 -0.625 -0.060 -0.4678
C 1.082 0.971 1.292 -0.9700
C 0.050 0.010 -0.750 0.6906
H -0.208 2.039 -0.695 0.2224
H -0.526 -1.618 1.332 0.3642
H -1.017 1.269 -1.899 0.2686
H -0.532 -0.845 -2.220 0.3747
H -2.145 0.215 -0.036 0.3201
H 2.027 0.867 1.821 0.2894
H 1.037 1.987 0.903 0.3867
H 1.889 -1.685 -0.068 0.3375
H -1.896 -1.439 -0.649 0.2364
H 0.243 0.774 1.963 0.3229